Record 1
Below is C20H17N7O2Tl as an isolated structure, with properties calculated with the ωB97M-V functional and the def2-TZVPD basis.

Calculated values
- charge = +1
- multiplicity = 1
- energy relative to the best compared isomer or geometry (same formula, charge and spin) (kcal/mol) = 71.6
- total energy (eV) = -40225.2519

Structure (XYZ):
```
47
Properties=species:S:1:pos:R:3:forces:R:3
Tl -0.10967 -1.02416 0.13197 0.138 -0.111 -0.181
O 1.27964 0.68850 1.51000 0.494 -0.398 0.401
C 2.42630 0.35028 1.91797 -1.052 0.246 -0.054
C 2.66249 -0.10362 3.27792 -1.141 -0.256 0.199
C 3.89852 -0.25131 3.77465 1.201 0.052 0.871
C 5.03359 -0.19218 2.93223 0.249 -0.278 0.150
C 4.85415 0.05826 1.60013 0.210 0.604 -1.164
C 3.57585 0.43490 1.08445 3.684 -0.527 -0.766
C 3.74346 0.78485 -0.32382 -2.997 -0.292 -1.514
N 2.80123 0.62804 -1.26118 -0.219 0.775 0.357
C 3.30986 1.04835 -2.48079 -1.249 -0.982 0.170
C 4.60438 1.34205 -2.28869 1.912 0.328 0.910
N 4.86965 1.21075 -0.92089 -0.382 -0.151 -0.349
H 1.81749 -0.38794 3.90864 -0.002 0.623 -0.286
H 4.10455 -0.40155 4.84065 -0.465 -0.299 -0.434
H 6.00693 -0.44563 3.34768 -0.146 0.173 -0.173
H 5.70681 0.03466 0.84605 -1.109 -0.242 1.579
H 2.66439 1.07773 -3.40876 1.265 -0.215 1.401
H 5.43342 1.46649 -2.95237 0.046 0.551 -0.298
H 5.64328 1.47069 -0.34260 0.686 0.334 -0.644
N -2.09363 -1.39189 3.13551 1.321 0.631 -0.064
C -3.40867 -1.39140 2.69168 -0.402 -0.309 1.271
C -4.44521 -1.74485 3.58234 1.558 0.808 -1.102
C -5.76026 -1.79572 3.12095 -0.855 -0.188 -1.493
C -6.00298 -1.73271 1.73247 0.309 1.258 1.004
C -5.00788 -1.21844 0.83792 1.134 -0.416 1.659
C -5.28212 -0.83272 -0.47750 0.577 0.170 -0.048
C -4.26768 -0.29413 -1.24569 -0.509 -0.226 0.364
C -2.99115 -0.17525 -0.69091 0.717 -0.475 0.831
N -2.65936 -0.54726 0.56889 -0.154 0.801 -1.833
C -3.63985 -1.01459 1.34901 -2.657 -0.780 -0.394
H -1.55744 -0.52616 2.95800 -0.562 -0.820 0.182
H -1.92674 -1.77124 4.05929 -0.195 0.272 -0.146
H -4.10898 -1.88236 4.61282 -0.622 0.007 -0.188
H -6.62097 -1.79909 3.80940 0.604 -0.570 -0.363
H -7.01220 -1.81280 1.34520 -0.004 -0.022 0.134
H -6.29181 -0.94031 -0.83676 -0.124 -0.037 -0.270
H -4.45893 0.00494 -2.26567 0.123 0.095 -0.011
H -2.16204 0.17720 -1.31954 -0.320 0.043 0.223
N 1.01457 1.70907 -4.72430 -0.719 1.014 -2.017
C 0.73819 1.84208 -5.86129 1.006 -1.184 2.031
N 0.60809 1.54112 -7.12061 -0.262 0.802 -0.332
C 0.53093 2.39248 -8.08883 -0.279 -0.257 -2.337
N 0.43142 2.82644 -9.19789 0.210 -0.154 2.045
O 0.34677 0.67178 -2.26258 -0.658 0.288 -0.615
H 1.19613 0.75263 -1.80402 0.126 -0.165 0.494
H 0.50550 1.16405 -3.10113 -0.485 -0.521 0.802
```
Forces are in eV/Å.



Record 2
Below is a 2-piece molecular cluster, C4H11NO2 overall, with properties calculated with the ωB97M-V functional and the def2-TZVPD basis.

Calculated values
- multiplicity = 1
- energy relative to the best compared isomer or geometry (same formula, charge and spin) (kcal/mol) = 54.9
- total energy (eV) = -9909.8633

Structure (XYZ):
```
18
Properties=species:S:1:pos:R:3:forces:R:3
C 1.03620 1.08420 -0.37635 -0.428 0.439 -0.929
C 1.12478 -0.09246 -1.32186 0.207 -1.112 1.603
N 0.36224 2.21817 -1.17860 0.343 -0.229 -0.519
H 0.29365 0.85057 0.36083 -0.345 -0.339 0.782
H 1.96075 1.46085 0.04940 0.102 0.027 -0.208
H 1.97346 -0.14732 -2.00144 -0.238 0.426 -0.303
H 0.13789 -0.34430 -1.71190 0.069 0.271 -0.422
H -0.65055 2.08119 -1.19356 -0.114 -0.221 0.352
H 0.57332 3.17209 -0.90527 -0.008 0.044 0.313
H 0.67691 2.09133 -2.13851 -0.039 0.259 -0.148
H 1.25941 -0.93657 -0.63032 0.144 -0.041 -0.203
C -1.02521 -1.88391 2.13166 -0.677 0.571 0.735
C -1.57270 -1.33493 0.79790 0.394 -0.926 0.070
O -1.39704 -0.09685 0.59649 0.141 0.683 -0.202
O -2.04220 -2.17491 0.01873 -0.135 0.351 -0.190
H -1.47196 -1.36807 2.99241 -0.041 0.243 -0.255
H 0.03439 -1.64924 2.20856 0.228 -0.338 -0.076
H -1.27336 -2.92982 2.30183 0.397 -0.110 -0.401
```
Forces are in eV/Å.



Record 3
Below is one molecule with the formula CH3N3O2, with properties calculated with the ωB97M-V functional and the def2-TZVPD basis.

Calculated values
- multiplicity = 1
- energy relative to the best compared isomer or geometry (same formula, charge and spin) (kcal/mol) = 129.9
- total energy (eV) = -9645.7995
- SMILES string = [H]/N=C\O/[N+]([O-])=N/[H]

Structure (XYZ):
```
9
Properties=species:S:1:pos:R:3:forces:R:3
H -2.91407 -0.75032 -0.07438 1.614 0.780 0.390
N -2.35493 0.11463 0.09983 -1.768 -0.038 -0.160
C -1.15704 0.34849 0.09917 1.835 -0.107 -0.741
O -0.15344 -0.74063 -0.05291 -0.027 1.254 0.579
N 1.14119 -0.16332 -0.19412 0.660 0.260 0.693
O 1.19775 0.72416 -1.00921 0.221 0.588 -0.943
N 2.01091 -0.60329 0.57538 -5.369 -2.882 1.262
H 2.89864 -0.32587 0.45510 3.639 2.067 -1.376
H -0.66901 1.39615 0.10114 -0.805 -1.920 0.296
```
Forces are in eV/Å.